Entry 1:
2 unconnected molecules or ions with the total composition C11H26N2OP in a non-equilibrium geometry, computed with ωB97M-V/def2-TZVPD.

The geometry in XYZ format:
```
41
Properties=species:S:1:pos:R:3:forces:R:3
C -2.338 -2.283 2.811 -0.029 0.309 0.518
C -1.740 -0.882 2.959 -0.088 0.721 -0.776
P -0.873 -0.365 1.422 1.127 -0.934 -0.047
C -2.062 -0.478 0.052 -0.461 0.698 0.374
N -0.722 1.402 1.747 -0.594 -0.861 -0.301
C 0.414 1.977 1.842 -0.108 0.520 0.029
C 0.232 3.407 2.194 -0.246 0.056 0.284
C -1.155 3.673 1.596 0.159 -0.496 0.714
C -1.840 2.343 1.952 0.156 0.850 -0.956
H -2.072 -2.865 3.683 0.134 -0.312 0.058
H -3.416 -2.209 2.824 -0.268 -0.108 -0.292
H -2.009 -2.805 1.922 0.051 -0.186 -0.142
H -2.496 -0.136 3.188 -0.293 -0.022 0.192
H -0.987 -0.819 3.734 0.197 -0.106 0.234
H -1.681 0.035 -0.823 0.254 0.109 -0.153
H -3.056 -0.087 0.250 -0.181 -0.075 0.127
H -2.134 -1.526 -0.210 0.008 -0.297 0.028
H 1.326 1.429 1.678 0.217 -0.183 0.082
H 1.036 4.100 2.001 0.186 -0.029 -0.328
H 0.065 3.383 3.276 0.330 0.146 0.278
H -1.101 3.738 0.517 -0.054 0.363 -0.195
H -1.630 4.525 2.059 -0.178 0.260 -0.174
H -2.201 2.288 2.970 -0.057 -0.046 0.280
H -2.627 2.141 1.239 -0.287 -0.376 0.111
C 2.594 -0.060 -3.664 0.079 0.058 -0.031
C 2.148 -0.156 -2.209 -0.064 -0.092 -0.182
C 2.333 -1.536 -1.564 0.123 -0.010 0.172
O 1.397 -2.516 -1.961 -0.054 0.073 -0.056
C 1.644 -3.129 -3.216 -0.120 -0.080 0.044
N 0.755 0.299 -2.103 -0.054 0.058 0.220
H 1.862 -0.487 -4.347 -0.035 -0.074 0.032
H 2.720 0.984 -3.949 -0.033 0.006 0.021
H 3.547 -0.568 -3.821 -0.005 -0.013 0.008
H 2.771 0.538 -1.637 -0.013 -0.027 0.077
H 2.180 -1.423 -0.486 -0.021 -0.018 0.003
H 3.357 -1.905 -1.704 -0.006 0.032 -0.111
H 2.714 -3.272 -3.387 0.021 0.046 -0.017
H 1.213 -2.552 -4.037 0.102 0.027 -0.053
H 1.160 -4.104 -3.204 0.014 -0.001 0.058
H 0.504 0.349 -1.118 0.096 -0.041 -0.047
H 0.169 -0.446 -2.475 -0.003 0.054 -0.081
```
Positions in Å, forces in eV/Å.

HOMO level ... -11.72 eV
Total energy ... -26138.203 eV
Total charge ... +1
Gap between HOMO and LUMO ... 0.2840 Eh

***

Entry 2:
2 unconnected molecules or ions with the total composition C4H8, computed with ωB97M-V/def2-TZVPD.

The geometry in XYZ format:
```
12
Properties=species:S:1:pos:R:3:forces:R:3
C -1.252 2.402 1.320 0.071 0.328 0.148
C -0.237 2.031 0.523 -0.300 0.033 0.662
H -1.913 3.235 1.108 -0.147 -0.257 -0.479
H -1.417 1.979 2.304 0.305 -0.087 -0.026
H -0.119 2.404 -0.483 0.125 0.160 -0.009
H 0.539 1.418 0.967 -0.002 -0.283 -0.335
C 1.186 -1.798 -0.728 -0.010 0.630 0.591
C 0.319 -2.741 -1.201 -0.298 0.084 -0.394
H 1.749 -1.127 -1.368 0.185 -0.224 -0.100
H 1.252 -1.644 0.348 0.141 0.061 -0.051
H 0.441 -3.165 -2.193 -0.118 -0.113 0.036
H -0.548 -2.994 -0.598 0.048 -0.332 -0.042
```
Positions in Å, forces in eV/Å.

HOMO level (spin up / spin down) ... -14.00 / -13.02 eV
2S+1 ... 2
Relative energy (zero: lowest compared OMol25 entry of this formula, charge and spin) ... 2.7696 eV
Total energy ... -4265.473 eV
Expectation value of S² ... 0.755
Total charge ... +1
Gap between HOMO and LUMO (spin up / spin down) ... 0.3095 / 0.1138 Eh